C4H4NdO2 as an isolated structure, computed with ωB97M-V with the def2-TZVPD basis set.

Calculated values
⟨S²⟩: 6.02
F_max (eV Å⁻¹): 3.082
Frontier orbital gap (alpha / beta) (eV): 3.846 / 6.161
Spin multiplicity: 5
Charge: +4

Atoms and positions in Å:
H -0.90 -1.77 0.17
C 1.22 -1.03 0.12
C -0.19 -0.98 -0.04
C -0.47 0.48 -0.08
H 1.85 -1.89 -0.12
H -0.63 0.97 0.88
H -0.19 1.04 -0.98
O 1.63 0.17 0.15
Nd 3.43 1.71 1.19
O -2.32 0.59 -0.52
C -3.43 0.72 -0.76

Löwdin population analysis, charges in e, atoms 1 to 6:
1 H 0.205
2 C -0.007
3 C 0.295
4 C 0.224
5 H 0.204
6 H 0.181